Record 1
{
  "formula": "C28H27N3PrSSi",
  "method": "the ωB97M-V functional and the def2-TZVPD basis",
  "symbols": ["H", "H", "H", "C", "H", "H", "Pr", "H", "C", "C", "H", "C", "H", "Si", "H", "C", "H", "C", "C", "C", "C", "C", "C", "H", "C", "C", "C", "H", "C", "H", "C", "H", "H", "C", "C", "H", "C", "H", "H", "H", "N", "S", "C", "H", "H", "H", "H", "C", "H", "H", "C", "N", "C", "H", "C", "C", "C", "N", "C", "C", "H"],
  "xyz": [[-2.525668, 0.881307, -1.596334], [1.090637, 4.044919, 2.909586], [5.044638, 4.571405, 3.693699], [-2.513742, -5.476794, -1.278925], [-0.869034, 3.455659, -0.881970], [1.631992, -0.128864, -2.596203], [-0.151829, -0.256021, 0.274028], [-2.071557, 6.711381, 1.679959], [-2.091367, -6.022612, 1.058365], [-1.517061, -4.777179, 1.182254], [1.919369, 4.696285, -0.865565], [-0.094928, -1.421265, -1.974994], [-2.921256, -5.765029, -2.250467], [1.475205, 2.280703, 0.690296], [3.313509, 5.251591, -2.845527], [-2.611295, -6.380677, -0.200943], [4.707369, 3.464155, -3.909749], [0.278122, 3.673462, 0.950550], [0.399085, -2.292856, 4.325744], [0.596123, -0.208440, -2.270036], [-1.429017, 5.849711, 1.483319], [4.567216, 4.151725, 2.796030], [4.078720, 1.914931, -2.529670], [-3.087498, -7.352358, -0.353043], [-1.607297, 0.331765, -1.806437], [2.538052, 3.923712, -1.318462], [3.312065, 4.229897, -2.443630], [-2.318298, 5.448055, -0.459514], [4.089269, 3.226270, -3.040787], [-0.863507, -4.597519, 3.224604], [-0.523755, -2.930328, 2.003708], [3.271228, 0.600974, -1.020391], [-1.799783, -3.521021, -1.951798], [-1.902499, -4.218358, -1.123539], [2.539616, 2.629336, -0.765982], [0.175329, -3.226895, 4.832192], [-1.469097, -1.083529, -1.699936], [-2.267908, -1.736848, -1.348934], [-2.118009, -6.670656, 1.945675], [-0.370146, 6.028340, 3.373754], [0.519985, -0.783593, 2.553267], [1.142521, -0.902274, 5.071801], [3.297738, 1.621946, -1.406897], [0.372439, -2.406642, -1.919308], [3.479460, 4.260977, 2.885420], [1.320823, 0.994544, 3.330920], [4.689966, 1.135185, -3.009153], [-0.333205, 0.873557, -2.161142], [-0.127249, 1.916148, -2.404491], [2.352518, 2.069087, 1.885921], [-1.570558, 5.131319, 0.282741], [-0.955776, -4.165420, 2.294242], [-0.737522, 4.031096, 0.034907], [4.836345, 3.091637, 2.710995], [0.120102, -2.058158, 2.978781], [0.357217, 4.368844, 2.173064], [-0.471941, 5.464818, 2.436640], [-0.803719, -2.678246, 0.681509], [1.024664, -0.033761, 3.543660], [-1.412038, -3.848731, 0.146426], [4.924862, 4.698472, 1.913040]],
  "atomic_forces_ev_per_a": [[0.3, -0.1, -0.2], [0.0, 0.2, -0.1], [-0.2, -0.1, -0.3], [0.4, 0.6, 0.4], [0.1, 0.2, 0.1], [-0.3, 0.0, 0.3], [0.0, 1.0, 0.2], [0.2, -0.3, -0.1], [-0.5, -1.0, -0.3], [0.2, 0.5, 0.2], [0.2, -0.1, -0.1], [-0.5, 0.5, -0.5], [0.2, 0.2, 0.3], [-0.5, -1.8, -0.2], [0.0, -0.5, 0.1], [0.4, 0.4, 0.7], [-0.2, -0.1, 0.3], [-0.5, 0.5, 0.7], [-0.2, 0.4, -1.5], [-0.9, 0.0, -0.3], [0.2, -0.2, 0.0], [0.2, 0.1, 0.2], [0.0, 0.3, 0.1], [0.2, 0.4, 0.1], [0.6, -0.5, -0.4], [0.4, -0.3, -0.3], [0.1, -0.3, 0.0], [0.4, -0.2, 0.4], [-0.1, 0.0, 0.2], [-0.2, 0.3, -0.9], [-1.2, -1.1, -2.6], [0.1, 0.2, 0.0], [-0.1, -0.5, 0.1], [-0.1, -0.1, 0.0], [0.6, 0.4, -1.0], [0.2, 0.4, 0.3], [0.2, 0.5, -0.5], [0.3, 0.2, -0.3], [-0.2, 0.1, -0.6], [-0.1, -0.3, -0.4], [0.2, 0.1, 2.4], [-0.7, -0.1, -1.8], [0.1, 0.7, -0.1], [-0.3, 0.3, -0.1], [0.3, -0.1, -0.1], [0.2, -0.3, 0.4], [-0.4, 0.4, 0.3], [-0.1, -0.4, -0.2], [0.1, -0.4, 0.2], [0.0, 0.5, 0.2], [0.2, 0.0, 0.3], [0.2, -0.9, 1.8], [0.1, 0.4, 0.4], [-0.1, 0.3, 0.0], [1.0, 1.2, 1.5], [-0.4, 0.4, -0.3], [-0.3, -0.1, -0.2], [0.7, -0.1, 1.6], [-0.7, -2.1, -0.6], [0.2, 0.2, 0.6], [-0.2, -0.2, 0.3]],
  "e_tot_ev": -66719.9640,
  "charge": 1,
  "homo_ha": [-0.335, -0.333],
  "gap_ev": [5.3, 5.2],
  "spin_multiplicity": 3
}

***

Record 2
{
  "formula": "C28H27N9O2PRhS2",
  "method": "the ωB97M-V functional and the def2-TZVPD basis",
  "symbols": ["C", "N", "H", "N", "H", "H", "H", "H", "C", "H", "C", "N", "H", "H", "H", "H", "C", "C", "C", "P", "H", "C", "C", "H", "H", "C", "H", "N", "C", "N", "H", "C", "C", "C", "H", "C", "C", "H", "C", "H", "C", "C", "H", "O", "C", "H", "C", "H", "N", "N", "C", "S", "C", "Rh", "C", "C", "H", "H", "O", "C", "C", "H", "N", "S", "N", "H", "C", "H", "C", "H"],
  "xyz": [[-4.583010, -1.541323, 4.783164], [2.107685, 1.988067, -3.024365], [5.989300, -2.475521, 0.995291], [-1.033455, -1.647542, 1.675921], [-1.372132, 1.404133, 2.295037], [4.628071, -4.418423, 0.095951], [-1.995369, -2.494261, -2.504186], [6.074701, -0.105557, 1.671948], [1.054239, 1.515979, -2.317111], [2.401666, -5.262128, -0.643162], [-1.799792, 3.246281, 1.151971], [-0.934034, 1.439075, 0.218770], [1.694798, 1.333742, 1.463117], [3.198319, -0.717639, -1.640755], [0.436863, -3.743813, -0.509809], [-1.864984, 1.870863, -5.290904], [2.742275, -0.357005, 1.175474], [3.866526, -2.476868, 0.643671], [-2.644100, -0.863976, -3.836068], [-0.619829, 2.236795, -2.485127], [-3.329863, -1.274765, -4.546887], [-1.382120, 1.964351, 1.381339], [2.679486, -1.696513, 0.702139], [-2.207530, 3.979247, 1.820079], [4.094976, 1.278646, -3.296444], [5.136429, -0.564987, 1.400728], [-1.012688, 5.092918, -1.377732], [-2.286829, 0.443225, -3.824875], [-1.422081, 0.617824, -2.801083], [1.389179, 0.391899, -1.694940], [-1.482737, -1.989736, 6.115333], [-2.261279, -1.859130, 5.380309], [3.748861, -3.794150, 0.150294], [-1.066313, 2.376207, -0.711379], [-3.428399, 1.045751, -5.448219], [-2.326900, -1.471091, 1.740843], [-4.269782, -1.478186, 3.431515], [-3.202028, 2.283895, -4.203863], [-1.890533, 4.730279, -0.841157], [-5.613768, -1.443844, 5.089692], [-1.973222, -1.467085, -2.807634], [3.141665, 1.135914, -2.830398], [1.741661, 4.027996, -3.285033], [0.371761, -0.696998, 3.510283], [-2.936287, -1.604509, 3.061467], [1.548471, 3.037418, -4.743279], [-1.969272, -1.827121, 4.040598], [4.020868, 1.235712, 1.781842], [-1.217919, -0.538813, -2.177317], [1.504377, -2.173580, 0.243336], [1.417219, -3.406802, -0.193051], [-0.390922, -1.893515, 3.214132], [2.140337, 3.175207, -3.836328], [-0.134103, -0.646292, -0.201692], [-2.717188, 1.466135, -4.740090], [5.089214, -1.883149, 1.027809], [-2.705334, 4.597986, -1.554764], [-5.035745, -1.318570, 2.688600], [0.308996, -3.129513, 3.259919], [3.969132, 0.203681, 1.464507], [2.526410, -4.261265, -0.259459], [-2.183618, 5.474975, -0.104106], [-1.596065, 3.495595, -0.165197], [-3.092807, -0.997030, 0.318598], [1.534265, 0.339056, 1.323091], [-3.860170, -1.706100, 6.795666], [2.682554, 0.145253, -2.003534], [3.170746, 3.384423, -4.116227], [-3.596792, -1.704667, 5.748032], [1.027951, -0.027063, 2.155705]],
  "atomic_forces_ev_per_a": [[-0.1, 0.0, 0.0], [-0.1, -0.2, 0.4], [0.1, -0.1, 0.0], [-0.4, 0.0, 0.2], [0.0, -0.1, 0.2], [0.1, -0.1, 0.0], [-0.1, -0.2, 0.1], [0.1, 0.0, 0.0], [-0.3, 0.1, -0.1], [0.0, -0.1, 0.0], [0.0, -0.2, 0.5], [0.1, -0.2, -0.6], [-0.2, -0.1, -0.2], [0.2, -0.2, 0.1], [0.0, 0.0, -0.1], [-0.1, -0.1, 0.0], [1.0, -0.2, 0.0], [-0.4, 0.4, 0.1], [0.0, -0.6, 0.1], [0.2, -0.7, 0.6], [-0.1, 0.0, -0.2], [-0.2, 0.3, 0.2], [0.9, 0.2, 0.1], [-0.1, 0.1, 0.1], [0.2, 0.1, -0.1], [0.2, -0.4, -0.1], [-0.1, 0.0, 0.1], [0.3, -0.2, 0.5], [0.1, 0.3, 0.0], [-0.5, 0.2, 0.2], [0.0, 0.0, 0.1], [0.1, -0.1, 0.1], [-0.3, 0.0, 0.0], [0.1, -0.1, -0.4], [0.1, 0.0, 0.1], [0.4, -0.1, 0.0], [0.4, 0.0, -0.1], [0.0, -0.1, 0.0], [-0.2, 0.7, -0.5], [-0.1, 0.0, 0.0], [-0.3, 0.0, -0.4], [0.2, -0.4, 0.1], [0.1, -0.1, 0.0], [-0.5, -0.2, 0.5], [-0.4, -0.1, 0.7], [0.1, 0.0, 0.0], [0.2, 0.1, -0.7], [0.0, 0.1, 0.1], [0.0, 0.5, 0.4], [-0.7, 0.3, -0.2], [0.1, -0.1, 0.0], [0.4, 0.4, 0.0], [-0.1, 0.6, -0.5], [0.5, 0.3, 0.0], [-0.2, 0.6, -0.6], [0.1, 0.2, 0.0], [0.0, 0.0, 0.1], [-0.1, 0.0, -0.1], [-0.4, -0.2, 0.1], [-0.8, -0.3, 0.0], [0.2, 0.0, 0.1], [0.0, 0.0, -0.1], [0.2, -0.6, 0.1], [0.0, 0.1, -0.4], [-0.9, 0.0, 0.1], [0.0, 0.0, 0.0], [0.2, 0.2, -0.2], [-0.1, 0.0, 0.0], [0.1, 0.0, -0.1], [0.4, 0.4, -0.3]],
  "e_tot_ev": -80933.7359,
  "charge": 2,
  "homo_ha": [-0.486, -0.486],
  "gap_ev": [7.7, 5.3],
  "spin_multiplicity": 5
}

***

Record 3
{
  "formula": "C28H27NO2",
  "method": "the ωB97M-V functional and the def2-TZVPD basis",
  "symbols": ["C", "H", "H", "H", "H", "C", "H", "C", "C", "H", "C", "C", "H", "C", "C", "H", "C", "H", "C", "H", "C", "N", "C", "C", "C", "C", "H", "C", "C", "H", "H", "H", "H", "C", "H", "C", "H", "C", "H", "H", "H", "H", "C", "C", "C", "H", "O", "H", "C", "H", "C", "C", "H", "C", "O", "H", "H", "C"],
  "xyz": [[1.158195, -2.516244, -2.246255], [-1.192814, 0.396638, 2.469778], [-0.661197, -0.963424, -0.904225], [-2.064920, -4.024971, 0.681819], [-3.238416, 3.313760, 1.998864], [-2.570864, -3.067144, 0.804662], [-5.041779, -5.946095, -0.128030], [2.260182, -3.092857, -4.333755], [-2.400289, -0.632555, 1.087768], [3.832587, 3.052491, -1.063813], [2.213936, 0.902057, -0.966988], [3.141157, 2.419054, 0.873215], [-0.750287, -2.029851, 1.152233], [3.311772, 2.606566, 2.265421], [-0.053369, 0.400520, 0.658252], [-3.891585, 2.075174, 0.897821], [2.707876, -1.770574, -4.446473], [-3.659804, -5.691678, 0.982598], [3.948623, 3.185400, 0.008485], [3.293537, -1.457008, -5.309669], [2.110482, 1.498619, 0.381757], [-1.826303, 1.927110, 1.279503], [-1.828818, -1.914864, 1.040855], [-1.402036, 0.510616, 1.383960], [1.483831, -3.456695, -3.225727], [1.313902, -0.233269, -1.256990], [2.490613, -3.822697, -5.111338], [1.637103, -1.183870, -2.323870], [-3.809402, -0.575218, 1.080474], [-3.439891, 1.638146, 2.607323], [-1.613065, 3.748405, 0.230082], [-5.675224, -1.655819, 0.939155], [-1.192334, 2.387527, 1.951501], [-1.564980, 2.681380, -0.004438], [2.793623, 0.177351, -3.537955], [4.905523, 4.071661, 0.501025], [-3.512071, -5.242860, -0.749081], [2.409028, -0.837727, -3.456146], [1.124100, -4.479697, -3.116029], [2.704513, 2.021771, 2.959943], [5.515045, 4.634299, -0.204857], [4.380510, 3.605660, 3.835769], [0.983093, 1.229244, 1.137872], [-3.978718, -2.970488, 0.690499], [-3.207908, 2.251108, 1.739415], [5.826706, 4.916544, 2.268350], [-4.802058, -4.011074, 0.392365], [-0.571193, 2.470976, -0.406212], [5.078355, 4.225491, 1.881245], [-2.339361, 2.430262, -0.734424], [-4.198845, -5.295689, 0.109347], [0.135608, -0.324935, -0.525884], [0.865679, 1.728566, 2.103946], [4.268039, 3.495080, 2.758506], [2.982752, 1.361742, -1.835146], [-4.358835, 0.355451, 1.187396], [0.557791, -2.807804, -1.376711], [-4.587795, -1.713564, 0.922810]],
  "atomic_forces_ev_per_a": [[0.3, 0.3, -0.1], [-0.1, 0.3, -0.3], [0.2, 0.0, 0.1], [-0.1, 0.3, 0.1], [0.0, -0.2, 0.0], [-1.0, 0.1, -0.1], [0.2, 0.1, 0.0], [-0.2, 0.3, 0.1], [-0.2, 0.0, 0.2], [0.0, 0.1, 0.4], [-0.3, 0.1, -0.1], [0.4, 0.7, 0.5], [-0.3, 0.1, -0.1], [0.3, 0.1, -0.4], [-0.5, 0.1, 0.6], [0.3, 0.1, 0.5], [-0.2, -0.4, 0.3], [-0.2, 0.2, -0.2], [0.1, 0.0, 0.0], [-0.1, -0.1, 0.2], [-0.4, -0.5, -0.5], [-0.4, 2.1, 0.0], [0.0, 0.0, -0.1], [1.3, -2.3, 0.1], [0.0, 0.3, 0.0], [0.1, 0.9, 0.7], [0.0, 0.2, 0.3], [-0.2, -0.6, -0.9], [0.1, 0.0, -0.1], [-0.1, 0.1, -0.1], [-0.2, -0.2, 0.1], [0.3, 0.0, -0.1], [-0.2, -0.3, -0.4], [0.0, 0.0, -0.4], [-0.2, -0.4, 0.1], [-0.2, -0.2, 0.5], [-0.2, 0.1, 0.2], [0.0, 0.0, 0.1], [0.1, 0.2, -0.1], [0.3, 0.2, -0.1], [-0.1, -0.1, 0.2], [0.0, 0.0, -0.2], [-0.1, -0.4, -0.5], [0.5, 0.5, 0.3], [0.0, 0.5, -0.1], [-0.2, -0.2, -0.1], [0.5, -0.3, 0.0], [-0.3, -0.2, 0.2], [-0.2, 0.0, -0.2], [0.2, -0.1, 0.2], [-0.2, 0.5, 0.1], [0.3, 0.1, -0.1], [0.0, 0.0, -0.1], [-0.1, -0.1, -0.2], [0.1, -0.4, 0.4], [0.2, -0.5, 0.0], [0.3, 0.0, -0.3], [0.4, -0.9, -0.4]],
  "e_above_lowest_kcal_mol": 14.05,
  "e_tot_ev": -35056.5335,
  "smiles": "COc1ccc([C@@H](c2cc(-c3ccccc3)c([O-])c(-c3ccccc3)c2)[NH+](C)C)cc1",
  "homo_ha": -0.229,
  "gap_ev": 5.9,
  "spin_multiplicity": 1
}